[1]
This record from the Open Molecules 2025 dataset describes a cluster of 2 separate species, C6H14N4O in total at a distorted geometry. The level of theory is the ωB97M-V functional and the def2-TZVPD basis.

Properties
DFT total energy in eV: -14453.9813
Structure (SMILES): C=NN(C)C=O.C/C=N/NC
2S+1: 1
M in g mol⁻¹: 158.20
Highest occupied orbital energy in hartree: -0.304

XYZ file:
```
25
C6H14N4O, DFT the ωB97M-V functional and the def2-TZVPD basis
C -3.5500 -1.2685 -1.8878
C -1.7578 0.3465 -0.6250
C -0.8240 1.2580 0.1360
C 2.4925 -0.6427 -0.2792
C 2.7953 1.4572 0.8769
C 1.5872 -0.0148 3.1418
H -4.0610 -1.9827 -2.5341
H -4.0270 -0.2939 -2.0523
H -3.6882 -1.5649 -0.8389
H -1.7134 -1.9522 -2.7136
H -2.8474 0.4338 -0.4508
H -0.1247 0.6444 0.8041
H -0.2208 1.8456 -0.5546
H -1.3697 1.9503 0.7973
H 3.0612 -0.0834 -1.0448
H 1.4932 -0.8677 -0.6708
H 3.0249 -1.5830 -0.0684
H 3.3011 1.6765 -0.0845
H 0.9874 -0.6422 3.7912
H 2.2154 0.8779 3.4033
N -2.1502 -1.1751 -2.2498
N -1.2778 -0.4380 -1.5134
N 2.3852 0.1519 0.9264
N 1.6315 -0.4569 1.9556
O 2.6372 2.3242 1.7353
```

=====

[2]
This record from the Open Molecules 2025 dataset describes the ion C6H14N5 with charge +1 at a distorted geometry. The level of theory is the ωB97M-V functional and the def2-TZVPD basis.

Properties
DFT total energy in eV: -13890.4035
Structure (SMILES): CN/C(C)=C(C)\C(N)=N/N=[NH2+]
Charge: +1
2S+1: 1
M in g mol⁻¹: 156.21
Highest occupied orbital energy in hartree: -0.434

XYZ file:
```
25
C6H14N5, DFT the ωB97M-V functional and the def2-TZVPD basis
C -0.1797 1.1180 -0.0301
C -1.0592 -0.1223 -0.1541
C 1.1973 1.0047 0.0974
C -0.7558 2.4803 -0.0586
C -2.4601 -0.0594 -0.4022
C -1.3310 -2.4697 0.3060
N 2.0420 -0.0210 -0.1549
N -0.5831 -1.2382 0.2892
N 1.8774 2.1649 0.3461
N 3.1973 -1.7935 -0.3213
N 2.1688 -1.2192 0.2610
H -0.1408 3.3280 -0.6695
H -0.8629 2.9390 0.8776
H -1.8008 2.5130 -0.4175
H -3.1519 -0.1264 0.4951
H -2.8033 -0.8716 -0.9833
H -2.8174 0.7103 -0.9846
H -0.6840 -3.2541 0.6955
H -2.3137 -2.2508 0.9428
H -1.3937 -2.7705 -0.7313
H 1.3572 3.0276 0.2170
H 2.8932 2.2472 0.5038
H 3.8665 -1.2657 -0.8944
H 3.3939 -2.7662 -0.0169
H 0.3435 -1.3044 0.7874
```

=====

[3]
This record from the Open Molecules 2025 dataset describes the ion C6H14N5S with charge +1 at a distorted geometry. The level of theory is the ωB97M-V functional and the def2-TZVPD basis.

Properties
DFT total energy in eV: -24727.1872
Structure (SMILES): CC[C@@]1(NSC)N=CNC(=[NH2+])N1
Charge: +1
2S+1: 1
M in g mol⁻¹: 188.28
Highest occupied orbital energy in hartree: -0.452

XYZ file:
```
26
C6H14N5S, DFT the ωB97M-V functional and the def2-TZVPD basis
C -0.3191 1.3220 -2.0443
C 0.2016 1.7283 0.2147
C -0.4081 -0.5862 -0.5958
C -2.9068 -0.7534 -0.0849
C 3.2176 -0.6908 0.6218
C -1.5521 -1.5110 -0.2208
N -0.6103 0.1616 -1.8223
N 0.0420 2.2066 -1.0605
N -0.2298 0.5041 0.4735
N 0.3809 2.6217 1.1174
N 0.8957 -1.2255 -0.7561
S 2.3857 -0.4320 -1.0070
H -0.3376 1.5957 -3.0469
H -3.5738 -1.0017 -0.8346
H -2.6702 0.2567 -0.0496
H -3.4625 -1.0775 0.7502
H 4.2766 -0.5336 0.6135
H 3.1912 -1.7749 0.8633
H 2.4743 -0.0678 1.1493
H -1.6593 -2.2504 -1.0969
H -1.3050 -2.0543 0.6366
H 0.1541 3.1895 -1.0200
H 0.1075 0.2750 1.3628
H 0.6160 3.5324 0.7426
H 0.4100 2.4021 2.0819
H 0.9201 -2.2318 -1.1894
```

=====

[4]
This record from the Open Molecules 2025 dataset describes a cluster of 2 separate species, C6H14NO in total. The level of theory is the ωB97M-V functional and the def2-TZVPD basis.

Properties
DFT total energy in eV: -9981.7577
Charge: -2
2S+1: 2
M in g mol⁻¹: 116.18
Highest occupied orbital energy (alpha / beta) in hartree: 0.149 / -0.018

XYZ file:
```
22
C6H14NO, DFT the ωB97M-V functional and the def2-TZVPD basis
C -0.4117 2.9069 0.9243
N -0.5269 3.2863 -0.4800
C -0.1752 2.1065 -1.3544
O -0.8421 0.9867 -1.0985
H -0.9746 1.9958 1.1542
H -0.7264 3.7388 1.5640
H 0.6408 2.7035 1.1453
H -1.5070 3.4810 -0.6724
H 0.9346 2.0203 -1.2184
H -0.3222 2.5014 -2.3947
C -0.2499 -2.4616 0.2162
C 0.9031 -1.8042 0.1792
C 2.2148 -2.3502 0.6761
C -1.5687 -1.9419 -0.2908
H -0.2483 -3.4529 0.6661
H 0.8974 -0.8000 -0.2437
H 2.9814 -2.3591 -0.1066
H 2.6166 -1.7346 1.4908
H 2.0985 -3.3673 1.0671
H -1.4935 -0.9093 -0.6627
H -2.2998 -1.9506 0.5279
H -1.9408 -2.5954 -1.0888
```

=====

[5]
This record from the Open Molecules 2025 dataset describes the ion C6H14NO with charge -2 at a distorted geometry. The level of theory is the ωB97M-V functional and the def2-TZVPD basis.

Properties
DFT total energy in eV: -9979.3794
Charge: -2
2S+1: 2
M in g mol⁻¹: 116.18
Highest occupied orbital energy (alpha / beta) in hartree: 0.151 / 0.010

XYZ file:
```
22
C6H14NO, DFT the ωB97M-V functional and the def2-TZVPD basis
C -0.8172 -1.1281 -2.1962
O 0.0103 -1.8270 -1.5230
C -1.6037 -0.1388 -1.1318
C -0.6324 1.0123 -0.7513
C 0.7541 0.7709 -0.7344
C 1.0856 -0.2094 0.4709
N 1.2260 0.5680 1.7558
C 0.8586 -0.0142 2.9710
H -1.5840 -1.8540 -2.5697
H -0.6550 -0.5694 -3.2052
H -1.7042 -0.8172 -0.3343
H -2.5170 0.0524 -1.6835
H -0.9659 1.8163 -1.2941
H -1.1047 1.2376 0.2221
H 0.9301 0.2243 -1.7294
H 1.3621 1.7720 -0.7198
H 0.2191 -0.8682 0.4756
H 1.8939 -0.7628 0.1644
H 0.7854 1.5152 1.6284
H 1.0408 -1.1069 3.1822
H 1.5744 0.4203 3.7492
H -0.1560 -0.0933 3.2531
```

=====

[6]
This record from the Open Molecules 2025 dataset describes a cluster of 2 separate species, C6H14NO in total. The level of theory is the ωB97M-V functional and the def2-TZVPD basis.

Properties
DFT total energy in eV: -9978.5944
Charge: +1
2S+1: 1
M in g mol⁻¹: 116.18
Highest occupied orbital energy in hartree: -0.523

XYZ file:
```
22
C6H14NO, DFT the ωB97M-V functional and the def2-TZVPD basis
C -1.4911 -2.2049 -1.4946
C -1.5578 -2.6790 -2.7215
C -1.1329 -0.2900 -0.1033
N -1.2507 -0.8134 -1.2615
H -1.6084 -2.7955 -0.5966
H -1.4262 -2.0519 -3.5960
H -1.7259 -3.7297 -2.8921
H -0.9957 0.7756 0.0186
H -1.2923 -0.9155 0.7651
H -1.1526 -0.2625 -2.1082
C 1.6517 1.0206 0.6843
O 1.2001 -0.3273 0.3860
C 1.1162 1.5506 2.0152
C 0.7209 3.0236 1.9446
H 2.7398 1.0047 0.6580
H 1.2995 1.6222 -0.1482
H 1.6163 -0.9199 1.0299
H 0.2486 0.9417 2.2810
H 1.8574 1.4088 2.7994
H -0.1237 3.1854 1.2737
H 0.4259 3.3947 2.9209
H 1.5420 3.6301 1.5709
```

=====

The records above give, respectively, relative energy (zero: lowest compared OMol25 entry of this formula, charge and spin) values of 70.0 97.4 44.5 14.4 69.2 38.1 kcal per mole.